91
Properties=species:S:1:pos:R:3 method="wB97M-V/def2-TZVPD" orbital_gap_ev="4.402 / 4.403" relative_energy_kj_mol=179.2 charge=0
Hf 0.033 -0.101 -0.055
Cl -1.061 3.342 -1.505
Cl -1.201 4.854 1.542
Cl -4.354 4.642 2.046
Cl -4.273 0.372 -1.236
Cl 0.588 -3.252 4.008
Cl -5.823 2.310 0.508
P 1.619 1.359 1.668
P -1.453 -2.286 -0.746
Si 2.515 2.729 -0.936
Si -0.813 -1.238 -3.577
C -1.543 2.602 0.013
C 1.760 2.950 0.797
C -3.370 1.326 -0.032
C -4.140 2.290 0.674
C -3.475 3.411 1.239
C -1.757 -4.891 -1.800
C -0.717 -3.920 -1.238
C 2.374 -0.322 -1.052
C -2.098 3.532 0.930
C 0.507 -0.611 -2.395
C 0.517 -1.517 1.473
C 4.376 2.819 -0.939
C -4.126 -3.025 -0.349
C 1.089 3.168 3.750
C 2.011 4.027 -2.178
C -1.952 1.258 -0.019
C 3.584 -0.382 2.707
C -0.555 1.338 3.409
C 1.843 0.995 -1.316
C 4.113 2.059 2.849
C -3.063 -1.731 1.485
C 0.052 -4.574 -0.092
C -0.264 -2.652 -4.650
C -2.818 -2.766 0.385
C -1.435 0.181 -4.618
C 0.724 0.796 -2.197
C 0.925 1.719 3.321
C 1.577 -1.288 -1.695
C -2.136 -1.799 -2.349
C 3.405 0.977 2.028
H -1.177 1.975 2.755
H 4.896 1.944 -0.533
H 2.438 5.010 -1.920
H 3.308 -1.207 2.036
H -2.157 -1.499 2.065
H -0.890 1.476 4.450
H -2.696 -0.847 -2.213
H 4.676 2.960 -1.993
H 0.715 3.274 4.780
H 0.402 -3.361 -4.141
H 0.754 -1.073 2.446
H -0.730 0.283 3.143
H 2.342 3.673 1.388
H 3.751 2.072 3.888
H -0.629 0.584 -5.258
H 2.363 3.797 -3.200
H -2.463 -3.699 0.858
H -2.437 -5.247 -1.011
H 1.417 -2.083 1.195
H 4.684 3.717 -0.378
H 3.310 -0.525 -0.506
H -4.039 -3.795 -1.124
H -0.237 -2.278 1.698
H -3.813 -2.130 2.186
H -0.003 -3.671 -2.040
H 5.190 1.820 2.886
H 0.484 3.819 3.099
H -2.801 -2.568 -2.784
H 2.127 3.515 3.730
H -1.842 0.999 -4.008
H -1.165 -3.190 -4.992
H -0.548 -4.649 0.824
H -4.876 -3.361 0.381
H 1.760 -2.362 -1.740
H 0.219 1.582 -2.747
H 0.252 -2.246 -5.540
H 0.353 -5.588 -0.394
H 0.912 4.096 -2.168
H 2.975 -0.476 3.616
H 3.877 0.933 1.034
H -2.234 -0.192 -5.278
H -3.451 -0.794 1.060
H -2.350 -4.475 -2.613
H 0.961 -4.008 0.156
H 1.502 1.063 3.997
H 4.025 3.059 2.426
H -4.484 -2.092 -0.808
H -1.235 -5.775 -2.206
H 0.734 3.346 0.658
H 4.640 -0.508 2.985

***

92
Properties=species:S:1:pos:R:3 method="wB97M-V/def2-TZVPD" orbital_gap_ev=6.185 charge=0
Ti 0.080 -0.047 0.267
Cl 2.343 0.374 -4.174
S 2.260 -0.025 1.339
P 0.554 2.693 -0.418
P 0.528 -2.684 -0.460
Si -1.272 -2.905 1.994
Si -1.331 2.899 1.990
F 3.118 -2.588 2.610
F 1.921 1.345 6.258
F 3.310 -3.110 5.286
F 2.716 -1.146 7.113
F 1.880 1.911 3.591
C 2.204 0.372 5.361
C -0.764 3.526 -1.496
C -1.361 -0.005 2.098
C -1.176 2.860 3.847
C 0.301 3.481 1.206
C -0.809 -3.505 -1.524
C 3.185 -2.298 -1.289
C 2.130 0.632 4.003
C -0.846 2.925 -2.910
C -2.132 -0.723 0.050
C -0.979 -2.824 3.834
C -2.711 -4.019 1.584
C -0.581 5.042 -1.593
C 2.369 -0.365 3.047
C 0.376 -0.022 -1.590
C 2.592 -0.896 5.797
C -1.609 1.166 1.321
C 2.126 3.391 -1.123
C -0.627 -5.020 -1.647
C 2.070 -3.350 -1.240
C 2.779 -1.623 3.512
C -2.754 4.004 1.510
C 2.893 -1.894 4.867
C 3.252 2.353 -1.112
C -2.131 0.697 0.047
C 2.576 -4.626 -0.562
C 2.577 4.677 -0.433
C -1.606 -1.185 1.326
C -0.911 -2.875 -2.921
C 0.326 -3.499 1.152
H -1.062 -0.003 3.144
H 1.453 0.131 -1.723
H 2.742 4.515 0.638
H -1.713 3.315 -0.977
H -2.568 -4.977 2.103
H -2.518 -1.365 -0.739
H 0.147 2.828 -3.369
H -1.182 3.890 4.221
H -0.039 -2.320 4.088
H 2.979 -1.518 -2.038
H -1.251 -1.836 -2.892
H 1.776 -3.581 -2.277
H -0.946 -3.846 4.234
H -3.627 -3.548 1.968
H 0.298 -5.264 -2.185
H 3.300 1.805 -0.154
H -2.512 1.335 -0.746
H -0.248 2.377 4.173
H -0.598 5.549 -0.621
H -1.803 -2.289 4.322
H -1.462 -5.424 -2.236
H 0.153 -0.848 -2.274
H 0.352 5.293 -2.113
H 1.866 3.600 -2.173
H 0.305 -4.596 1.068
H -1.638 -3.446 -3.518
H -1.407 5.454 -2.191
H -1.749 -3.305 -0.987
H 0.309 4.581 1.151
H 3.532 4.984 -0.877
H 3.336 -1.823 -0.305
H -0.098 0.840 -2.078
H 4.126 -2.794 -1.571
H 2.817 -4.440 0.493
H 1.124 3.179 1.874
H 1.186 -3.238 1.789
H -2.027 2.326 4.282
H 4.209 2.874 -1.255
H -3.687 3.515 1.826
H -2.818 4.230 0.439
H -0.625 -5.541 -0.682
H 1.862 -5.456 -0.621
H 1.872 5.506 -0.557
H -1.452 3.586 -3.547
H -2.652 4.946 2.068
H -1.324 1.939 -2.920
H 3.131 1.639 -1.944
H 3.499 -4.943 -1.068
H -2.836 -4.211 0.511
H 0.052 -2.914 -3.446

***

101
Properties=species:S:1:pos:R:3 method="wB97M-V/def2-TZVPD" smiles="N=[PH2]c1c(CCF)ccc2nc(I)cnc12.O=S1(=O)CCCC1.O=S1(=O)CCCC1.O=S1(=O)CCCC1.O=S1(=O)CCCC1.O=S1(=O)CCCC1" orbital_gap_ev=7.472 charge=0
I 3.307 3.638 -5.412
S 1.175 -0.389 -4.502
S -3.271 -5.074 5.108
S -0.843 2.701 3.255
S 0.479 -4.546 -8.726
S -0.975 -0.741 5.831
P 2.409 4.256 1.785
F 1.752 8.607 3.215
O -3.063 -4.834 6.514
O 1.419 -3.695 -8.033
O -0.842 1.603 2.319
O 0.068 -1.110 -3.924
O 1.593 0.894 -3.989
O -2.069 -0.376 4.958
O -0.779 -0.102 7.109
O 0.361 3.118 3.943
O 0.333 -4.499 -10.157
O -2.172 -5.168 4.181
N 3.571 5.552 -3.190
N 2.627 3.749 -1.162
N 3.602 4.061 2.807
C -1.668 -5.791 -7.878
C 3.024 5.019 -0.864
C -5.375 -4.703 3.592
C 2.048 -1.075 -6.924
C 3.477 5.876 -1.865
C 3.405 7.142 2.296
C -4.445 -3.881 4.478
C 3.185 4.338 -3.395
C 2.588 -1.477 -4.583
C 1.067 -2.114 4.818
C 0.551 -0.672 4.890
C -2.152 2.443 4.451
C 3.405 6.696 0.855
C 2.713 3.421 -2.419
C -0.489 -6.643 -7.391
C -3.070 3.994 2.757
C 2.991 5.444 0.493
C -1.136 -4.365 -7.978
C 2.455 -2.178 -5.936
C -0.152 -3.042 4.900
C 2.959 8.603 2.518
C -4.319 -6.517 4.898
C -1.005 -2.513 6.050
C 3.897 7.161 -1.470
C 3.866 7.545 -0.182
C -5.660 -5.996 4.367
C 0.737 -6.252 -8.226
C -1.581 4.127 2.458
C -3.165 3.575 4.230
C 0.923 -0.262 -6.272
H -0.698 -7.708 -7.477
H 3.384 -2.664 -6.230
H -2.519 -5.852 -7.202
H -4.878 -4.940 2.648
H 3.319 4.367 3.733
H -3.834 -7.181 4.185
H -0.299 -6.431 -6.336
H 4.282 7.838 -2.225
H -6.150 -6.741 3.742
H -1.730 2.467 5.453
H 2.919 9.205 1.607
H -4.979 -3.461 5.331
H -0.713 -2.994 3.966
H 3.689 9.086 3.177
H 1.659 -6.320 -7.654
H 0.817 -6.854 -9.130
H 2.570 -2.162 -3.738
H 3.484 -0.857 -4.544
H 1.729 -1.488 -7.874
H -4.172 3.254 4.494
H -6.290 -4.158 3.363
H -2.589 1.473 4.259
H -3.917 -3.094 3.942
H 2.906 -0.426 -7.117
H 1.251 -0.012 5.396
H -0.549 -2.738 7.014
H -1.349 4.114 1.395
H -1.164 5.020 2.923
H -6.328 -5.779 5.203
H 0.136 -4.078 5.065
H -2.915 4.426 4.867
H 1.639 -2.279 3.905
H 1.733 -2.311 5.661
H 1.258 4.775 2.417
H 2.049 3.041 1.174
H 4.231 8.544 0.036
H 2.435 2.418 -2.722
H -1.752 -3.714 -8.595
H -1.992 -6.137 -8.862
H -0.997 -3.925 -6.990
H -0.057 -0.678 -6.500
H 2.804 6.520 2.953
H 0.956 0.786 -6.559
H -4.427 -7.020 5.857
H 4.437 7.062 2.660
H -3.509 3.220 2.123
H 1.680 -2.940 -5.886
H -2.031 -2.868 6.031
H -3.600 4.926 2.565
H 0.319 -0.277 3.901

***

82
Properties=species:S:1:pos:R:3 method="wB97M-V/def2-TZVPD" orbital_gap_ev=3.699 relative_energy_kj_mol=79.7 charge=+2
N -11.199 -5.566 0.356
N -8.213 1.109 0.394
C -3.342 3.066 0.981
C 12.384 -1.690 1.742
C -2.144 2.975 -0.078
C -9.924 -3.883 -0.945
C 8.233 -0.304 -0.674
C 7.233 -0.644 -1.867
C -0.750 2.679 0.612
C -10.518 -5.208 -0.788
C -10.092 -2.941 0.186
C 13.973 -1.710 1.806
C 10.422 -1.611 0.115
C -6.446 2.705 -0.580
C -8.467 -1.241 1.241
C 0.284 2.155 -0.486
C 11.837 -0.972 0.435
C 5.285 0.836 -0.826
C 2.888 1.959 -0.653
C -10.867 -3.345 1.390
C -11.401 -4.701 1.415
C 9.665 -0.870 -1.080
C -4.360 1.851 0.836
C 1.608 1.646 0.236
C -7.481 2.394 0.562
C 3.719 0.653 -1.057
C -7.886 0.084 1.277
C 6.152 0.493 -2.115
C -9.172 0.861 -0.546
C -9.495 -1.519 0.201
C -5.133 1.835 -0.542
C -9.868 -0.427 -0.698
H -9.357 -3.599 -1.864
H -6.989 2.420 1.569
H 14.401 -1.848 0.771
H 8.302 0.796 -0.460
H 11.722 0.131 0.602
H 1.751 2.144 1.235
H -0.863 1.865 1.389
H 9.787 -1.695 1.035
H -0.389 3.639 1.062
H 6.739 -1.647 -1.710
H 7.923 -0.876 0.245
H -4.433 2.285 -1.306
H -7.123 0.297 2.067
H -3.704 0.927 0.841
H 3.555 2.667 -0.094
H -5.009 1.769 1.748
H -11.956 -5.005 2.337
H 0.477 3.009 -1.188
H -8.259 3.212 0.582
H 14.261 -2.566 2.473
H -9.480 1.669 -1.252
H 1.484 0.544 0.390
H -2.134 3.877 -0.744
H 10.364 -0.083 -1.477
H -2.374 2.083 -0.724
H 12.005 -2.746 1.775
H 3.526 0.498 -2.159
H -5.279 0.763 -0.840
H 5.475 0.105 -2.930
H -3.867 4.060 0.950
H 12.535 -1.150 -0.428
H 6.645 1.428 -2.492
H -6.181 3.798 -0.510
H -10.421 -5.994 -1.572
H -8.183 -2.048 1.956
H -11.589 -6.509 0.470
H 5.648 0.251 0.069
H -6.941 2.545 -1.586
H 11.964 -1.140 2.624
H -11.001 -2.603 2.209
H -0.192 1.284 -1.013
H -2.850 2.975 1.995
H -10.640 -0.589 -1.495
H 3.321 -0.272 -0.545
H 9.509 -1.651 -1.878
H 5.472 1.918 -0.584
H 2.563 2.490 -1.596
H 10.630 -2.672 -0.221
H 14.376 -0.758 2.234
H 7.855 -0.671 -2.811

***

93
Properties=species:S:1:pos:R:3 method="wB97M-V/def2-TZVPD" orbital_gap_ev=7.149 relative_energy_kj_mol=10.2 charge=0
Ba -2.819 -0.719 -0.304
O -3.473 0.251 2.075
O -1.700 -3.965 -3.197
O -2.194 2.024 -1.698
O -2.115 -1.471 2.260
O -0.078 1.496 -2.469
O -2.107 -2.661 -1.441
N -0.081 0.086 3.324
N 0.543 -2.979 -0.505
N 0.380 -2.683 2.540
N 1.464 -0.348 0.783
C -0.317 -3.660 4.703
C -2.415 -0.256 2.492
C -0.142 -3.933 0.355
C -0.795 4.181 -4.877
C -4.214 5.891 -4.506
C 2.729 -4.222 -0.853
C -1.355 0.701 3.022
C -1.867 2.815 -2.768
C -1.346 -3.328 -2.220
C -2.073 4.525 -4.421
C 1.232 0.973 1.390
C 2.012 -2.967 -0.342
C -1.205 -0.769 5.400
C 3.865 -0.656 0.981
C 0.798 -2.889 3.993
C -0.041 3.173 -4.292
C 2.715 -0.473 -0.007
C 1.112 -1.549 4.681
C 0.321 -3.981 1.797
C 1.039 0.917 2.897
C 2.107 -3.686 4.046
C -2.027 6.967 -4.964
C -3.003 5.346 -6.599
C -2.616 3.827 -3.343
C 2.993 0.732 -0.918
C 0.159 -3.218 -1.907
C -0.606 2.502 -3.227
C 2.611 -1.697 -0.942
C 0.099 -0.406 4.695
C -2.827 5.665 -5.108
B -1.010 1.147 -1.482
H -1.864 7.213 -3.913
H 0.564 0.389 5.306
H 1.005 -1.995 2.060
H -2.043 5.243 -7.105
H 4.820 -0.764 0.464
H 1.346 -1.815 5.716
H -3.556 4.415 -6.739
H 3.334 1.613 -0.374
H 1.953 0.514 3.334
H 2.052 -1.186 4.260
H -1.852 -1.398 4.791
H -4.842 5.002 -4.590
H 3.755 -4.231 -0.480
H 3.711 -1.537 1.609
H -0.260 -4.728 4.499
H -0.554 -2.179 2.511
H 2.072 1.643 1.205
H -1.308 -3.308 4.417
H 2.243 -5.139 -0.516
H 2.094 0.992 -1.479
H 0.377 1.438 0.888
H -1.208 1.399 2.195
H 0.939 1.942 3.293
H 3.631 -1.912 -1.275
H 3.948 0.209 1.644
H 0.686 -0.546 0.153
H -4.161 6.170 -3.452
H 1.975 -4.741 3.815
H 0.502 -2.378 -2.515
H -0.358 -4.625 2.351
H -1.050 6.890 -5.442
H -1.761 0.125 5.675
H -0.987 -1.306 6.324
H -0.373 4.724 -5.713
H -0.212 -3.532 5.780
H -1.789 1.301 3.830
H 2.502 -3.628 5.060
H 2.067 -1.410 -1.843
H 0.948 2.920 -4.649
H 0.625 -4.121 -2.316
H -2.566 7.795 -5.431
H -4.715 6.701 -5.037
H -3.596 4.057 -2.952
H -1.207 -3.715 0.306
H 2.784 -4.258 -1.941
H 3.780 0.481 -1.633
H 2.210 -2.917 0.731
H -3.555 6.150 -7.091
H 2.860 -3.265 3.376
H -0.033 -4.973 -0.002
H 1.311 -4.422 1.855